A cluster of 8 separate species, C18H50N2O20S5 in total at a distorted geometry, computed with ωB97M-V/def2-TZVPD.

Last column: Mulliken charge in e.
Positions of all 95 atoms, in Å:
C: 4.294 2.231 1.755  0.071
O: 5.147 2.308 2.851  -0.596
H: 4.081 1.164 1.689  -0.168
H: 3.333 2.743 1.804  0.341
H: 4.874 2.545 0.887  0.036
H: 6.078 2.300 2.617  0.341
O: -2.092 3.767 -0.181  -0.642
S: -2.747 2.714 -0.968  0.911
O: -2.149 1.402 -1.139  -0.238
O: -4.240 2.450 -0.252  -0.195
C: -4.898 3.595 0.305  -0.509
C: -4.803 3.606 1.804  -1.028
C: -3.287 3.325 -2.627  -0.976
H: -5.925 3.404 -0.008  0.353
H: -4.522 4.502 -0.168  0.461
H: -5.305 4.514 2.138  0.416
H: -3.760 3.503 2.103  0.191
H: -5.306 2.725 2.203  0.271
H: -3.974 4.158 -2.476  0.406
H: -3.695 2.535 -3.257  0.201
H: -2.368 3.646 -3.118  0.434
O: -3.655 -2.619 0.566  -0.453
S: -4.221 -2.519 1.945  1.138
O: -4.215 -3.645 2.873  -0.625
O: -3.619 -1.216 2.741  -0.461
C: -3.142 -0.117 1.997  0.986
C: -2.111 0.734 2.774  -1.071
C: -5.970 -1.893 1.926  -0.936
H: -4.016 0.407 1.610  0.209
H: -2.670 -0.563 1.121  -0.304
H: -1.170 0.222 2.978  -0.076
H: -2.370 1.148 3.748  0.463
H: -1.742 1.535 2.133  0.189
H: -6.703 -2.694 1.831  0.436
H: -6.214 -1.064 1.263  0.143
H: -6.189 -1.616 2.957  0.369
O: -3.371 -1.973 -4.680  -0.636
S: -2.866 -0.770 -4.000  1.220
O: -2.323 0.386 -4.786  -0.660
O: -4.105 -0.079 -3.147  -0.331
C: -5.118 -0.949 -2.636  -0.592
C: -5.495 -0.275 -1.319  -0.584
C: -1.730 -1.171 -2.634  -0.325
H: -4.686 -1.896 -2.313  0.398
H: -5.989 -0.995 -3.289  0.343
H: -6.318 -0.721 -0.760  0.541
H: -5.837 0.741 -1.516  0.260
H: -4.708 -0.193 -0.569  -0.132
H: -2.250 -1.052 -1.683  -0.517
H: -0.936 -0.432 -2.742  0.317
H: -1.408 -2.203 -2.772  0.577
O: 2.748 -2.711 3.271  -0.639
S: 1.687 -1.723 3.190  1.214
O: 1.982 -0.332 3.530  -0.642
O: 1.218 -1.685 1.623  -0.195
C: 0.891 -2.920 1.000  -0.617
C: -0.485 -3.098 0.519  -0.503
C: 0.177 -2.254 4.059  -0.443
H: 0.996 -3.756 1.692  0.502
H: 1.573 -3.095 0.168  0.246
H: -0.665 -3.855 -0.244  0.523
H: -0.866 -2.205 0.025  -0.239
H: -1.091 -3.436 1.360  0.241
H: 0.149 -3.343 4.019  0.345
H: -0.628 -1.952 3.389  -0.248
H: 0.190 -1.792 5.046  0.458
O: 6.740 -2.506 -0.823  -0.615
S: 7.099 -1.246 -0.245  1.216
O: 8.535 -0.933 0.046  -0.640
O: 6.637 -0.064 -1.258  -0.269
C: 7.071 1.296 -1.011  -0.197
C: 6.186 2.388 -1.712  -1.233
C: 6.114 -0.877 1.211  -0.577
H: 8.033 1.490 -1.484  0.283
H: 7.124 1.525 0.053  0.360
H: 6.388 2.467 -2.780  0.376
H: 6.059 3.370 -1.258  0.419
H: 5.127 2.130 -1.748  0.188
H: 6.590 0.028 1.587  0.236
H: 6.329 -1.681 1.915  0.508
H: 5.069 -0.799 0.910  -0.038
C: 1.075 1.088 0.292  -0.386
N: 1.852 0.286 -0.705  1.123
O: 3.043 0.513 -0.721  -0.539
O: 1.261 -0.430 -1.474  -0.458
H: 1.149 2.135 0.000  0.505
H: 1.458 0.954 1.304  0.057
H: 0.074 0.749 0.023  -0.233
C: 4.393 -1.220 -2.965  -0.325
N: 4.091 -2.151 -4.098  0.935
O: 4.073 -3.360 -3.915  -0.317
O: 3.713 -1.588 -5.116  -0.069
H: 4.235 -0.243 -3.421  0.362
H: 5.396 -1.486 -2.631  0.279
H: 3.626 -1.336 -2.200  0.077

The calculation puts the frontier orbital gap (spin up / spin down) at 5.860 / 2.294 eV. The value obtained for the molecular weight is 774.93 g/mol. Its total charge is +1. Its spin multiplicity is 2. The calculated total energy is -117562.066 eV. Its LUMO energy (spin up / spin down) is -6.504 / -10.068 eV.

A cluster of 5 separate species, C18H52BClN3O17P4S in total at a distorted geometry, computed with ωB97M-V/def2-TZVPD.

Last column: Mulliken charge in e.
Positions of all 97 atoms, in Å:
C: -9.148 3.335 -1.072  -0.905
B: -8.405 2.305 -0.206  0.395
O: -8.877 1.117 0.170  -0.384
S: -6.595 2.596 0.429  0.206
Cl: -6.666 3.835 1.987  -0.082
C: -6.044 1.001 1.097  -0.638
C: -5.402 0.226 -0.065  -0.975
C: -4.275 -0.721 0.386  -0.553
C: -3.075 -0.567 -0.547  -0.964
N: -2.232 -1.765 -0.579  -0.075
C: -1.484 -1.949 -1.740  0.082
N: -0.797 -1.062 -2.347  -0.610
N: -1.428 -3.294 -2.245  -0.624
H: -8.845 4.374 -0.967  0.373
H: -9.047 3.035 -2.122  0.368
H: -10.210 3.240 -0.835  0.336
H: -9.680 0.868 -0.313  0.326
H: -6.935 0.506 1.477  0.365
H: -5.351 1.198 1.912  0.599
H: -4.954 0.972 -0.730  0.556
H: -6.164 -0.273 -0.662  0.370
H: -4.613 -1.759 0.353  0.410
H: -3.989 -0.510 1.415  0.433
H: -3.396 -0.297 -1.561  0.475
H: -2.480 0.280 -0.190  0.299
H: -2.835 -2.580 -0.513  0.279
H: -0.857 -0.162 -1.870  0.325
H: -1.907 -3.301 -3.139  0.261
H: -0.451 -3.455 -2.465  0.340
C: 4.364 -0.718 2.234  -0.474
O: 3.506 0.419 1.986  -0.084
P: 1.932 0.204 1.908  0.966
O: 1.333 1.359 1.227  -0.728
O: 1.605 0.145 3.482  -0.364
C: 1.699 1.356 4.229  -0.725
O: 1.170 -1.142 1.597  -0.347
C: 1.034 -1.510 0.205  -0.604
H: 5.387 -0.354 2.258  0.044
H: 4.115 -1.184 3.188  0.367
H: 4.265 -1.446 1.429  0.284
H: 1.596 2.230 3.586  0.347
H: 2.657 1.401 4.749  0.246
H: 0.898 1.352 4.966  0.233
H: 1.966 -1.367 -0.343  0.350
H: 0.259 -0.911 -0.246  0.243
H: 0.766 -2.562 0.171  0.268
C: 9.680 2.947 4.957  -0.666
O: 9.524 1.903 3.976  -0.222
P: 8.960 2.257 2.524  0.757
O: 8.505 1.010 1.898  -0.363
O: 10.345 2.818 1.915  -0.370
C: 11.397 1.884 1.677  -0.533
O: 8.163 3.520 1.993  -0.321
C: 6.724 3.505 2.113  -0.678
H: 10.085 2.484 5.851  0.230
H: 10.366 3.713 4.593  0.325
H: 8.718 3.399 5.199  0.274
H: 11.013 0.869 1.567  0.172
H: 12.113 1.908 2.499  0.257
H: 11.900 2.182 0.760  0.239
H: 6.401 3.133 3.086  0.327
H: 6.300 2.883 1.329  0.263
H: 6.383 4.530 2.000  0.295
C: -14.729 -0.641 -4.807  -0.652
O: -14.097 0.375 -3.997  -0.257
P: -12.562 0.736 -4.233  0.961
O: -12.082 1.450 -3.039  -0.598
O: -12.772 1.691 -5.509  -0.344
C: -13.406 2.956 -5.315  -0.678
O: -11.405 -0.062 -4.968  -0.246
C: -10.662 -1.038 -4.216  -0.602
H: -15.763 -0.705 -4.484  0.233
H: -14.687 -0.367 -5.862  0.326
H: -14.251 -1.608 -4.656  0.273
H: -13.321 3.291 -4.282  0.324
H: -14.460 2.891 -5.587  0.258
H: -12.915 3.672 -5.970  0.235
H: -11.310 -1.657 -3.596  0.343
H: -9.932 -0.533 -3.586  0.175
H: -10.153 -1.676 -4.933  0.260
C: 11.508 -2.539 -0.681  -0.640
O: 11.209 -2.885 0.683  -0.229
P: 9.733 -3.371 1.057  1.115
O: 9.547 -3.234 2.503  -0.713
O: 9.849 -4.897 0.560  -0.400
C: 10.655 -5.788 1.330  -0.725
O: 8.414 -3.105 0.231  -0.322
C: 7.760 -1.831 0.424  -0.516
H: 12.555 -2.253 -0.716  0.247
H: 11.337 -3.392 -1.339  0.323
H: 10.900 -1.695 -1.009  0.263
H: 10.770 -5.435 2.355  0.343
H: 11.640 -5.892 0.872  0.257
H: 10.162 -6.758 1.335  0.229
H: 8.472 -1.008 0.441  0.219
H: 7.208 -1.834 1.361  0.235
H: 7.079 -1.683 -0.410  0.312

The calculation puts the frontier orbital gap at 6.079 eV. The value obtained for the molecular weight is 784.85 g/mol. Its total charge is +1. Its spin multiplicity is 1. The calculated total energy is -119977.798 eV. Its LUMO energy is -4.914 eV.